1.
{
  "formula": "C9H14NO2S",
  "method": "wB97M-V/def2-TZVPD",
  "species": ["C", "C", "C", "C", "C", "C", "C", "C", "C", "N", "O", "O", "S", "H", "H", "H", "H", "H", "H", "H", "H", "H", "H", "H", "H", "H", "H"],
  "coordinates": [[2.32353, -0.07363, -1.23661], [2.29634, 1.28696, 0.69172], [0.96818, -0.01394, -1.24777], [0.92922, 1.22507, 0.68695], [3.00446, 0.59352, -0.27853], [4.49392, 0.71516, -0.23269], [-2.19722, -1.34230, -0.28541], [-3.83134, 0.64147, 0.50983], [-2.45578, -0.01197, 0.36512], [0.29370, 0.58756, -0.28236], [-2.39563, -1.38232, -1.71447], [-1.42467, 2.43955, -0.14240], [-1.49644, 1.17616, -0.73867], [2.77382, -0.49547, -2.08287], [2.85267, 1.77147, 1.60610], [0.32442, -0.51619, -2.02604], [0.35041, 1.67170, 1.46770], [4.93764, 1.68558, 0.05756], [4.72834, -0.04986, 0.45784], [4.89323, 0.42694, -1.19064], [-3.24649, -1.12216, -1.95561], [-1.12381, -1.48372, -0.20197], [-2.73859, -2.06216, 0.16601], [-4.28729, 1.00008, -0.35659], [-3.70050, 1.57514, 1.00571], [-4.69799, 0.06621, 0.94741], [-2.08435, -0.06881, 1.35458]],
  "lowdin_spin": [0.005, 0.015, 0.035, 0.035, 0.016, 0.003, 0.018, 0.034, 0.169, 0.242, 0.045, 0.531, 0.799, 0.001, 0.002, 0.004, 0.006, 0.001, 0.001, 0.000, 0.001, 0.002, 0.011, 0.009, 0.001, 0.009, 0.006],
  "spin_multiplicity": 3,
  "s_squared": 2.009,
  "homo_ha": [-0.3771, -0.5211],
  "total_charge": 1,
  "gap_ev": [6.9, 6.9]
}

***

2.
{
  "formula": "C6H13NO2",
  "method": "wB97M-V/def2-TZVPD",
  "species": ["C", "C", "C", "C", "N", "C", "O", "C", "O", "H", "H", "H", "H", "H", "H", "H", "H", "H", "H", "H", "H", "H"],
  "coordinates": [[1.72021, -0.90249, 1.22262], [0.99367, -0.11628, 0.13280], [1.42560, -0.59579, -1.25444], [1.26842, 1.38120, 0.28906], [-0.44242, -0.36484, 0.30555], [-1.42697, 0.22155, -0.39117], [-1.28110, 1.00440, -1.31093], [-2.84181, -0.15814, 0.05307], [-3.75095, 0.79067, -0.42305], [2.79245, -0.75007, 1.13598], [1.40648, -0.56995, 2.21029], [1.51839, -1.96785, 1.12821], [2.48699, -0.41570, -1.40056], [1.23076, -1.66014, -1.36686], [0.86980, -0.05618, -2.01629], [2.33127, 1.57835, 0.18107], [0.72870, 1.93724, -0.47153], [0.94502, 1.72525, 1.26928], [-0.70102, -0.99610, 1.04743], [-2.91167, -0.19817, 1.14436], [-3.07600, -1.15599, -0.35129], [-3.28584, 1.26894, -1.13350]],
  "nbo_charge": [-0.613, 0.125, -0.620, -0.623, -0.618, 0.661, -0.648, -0.151, -0.713, 0.224, 0.210, 0.209, 0.209, 0.207, 0.237, 0.209, 0.242, 0.208, 0.398, 0.179, 0.179, 0.491],
  "de_lowest_kcal_mol": 2.5,
  "spin_multiplicity": 1,
  "homo_ha": -0.3625,
  "total_charge": 0,
  "gap_ev": 10.6
}

***

3.
{
  "formula": "C3H9BO",
  "method": "wB97M-V/def2-TZVPD",
  "species": ["B", "C", "C", "C", "O", "H", "H", "H", "H", "H", "H", "H", "H", "H"],
  "coordinates": [[-0.44513, 0.49461, 1.08921], [2.03111, -0.86713, -1.56790], [-0.78936, 1.58345, 2.07914], [-1.60021, -0.91384, -0.59364], [-1.16330, -0.09935, 0.31979], [1.18431, -0.34566, -1.22463], [2.29534, -0.62690, -2.59267], [2.91218, -0.62545, -0.93358], [-0.30164, 1.62231, 3.13418], [-1.84025, 1.59210, 2.21097], [-0.70088, 2.57620, 1.59451], [-1.68341, -2.02836, -0.44810], [1.83764, -1.87666, -1.47678], [-1.73641, -0.48532, -1.59050]],
  "nbo_charge": [0.790, -0.838, -1.058, -0.203, -0.616, 0.207, 0.209, 0.209, 0.256, 0.232, 0.262, 0.176, 0.208, 0.164],
  "de_lowest_kcal_mol": 109.9,
  "spin_multiplicity": 1,
  "homo_ha": [-0.2368, -0.2747],
  "total_charge": 0,
  "gap_ev": [6.9, 7.7]
}

***

4.
{
  "formula": "C33H31BrIrN6OS2Se",
  "method": "wB97M-V/def2-TZVPD",
  "species": ["Ir", "C", "C", "N", "N", "C", "S", "S", "C", "C", "C", "C", "C", "C", "C", "C", "C", "C", "C", "C", "C", "O", "H", "H", "H", "H", "H", "H", "H", "H", "H", "H", "H", "H", "H", "H", "Br", "C", "C", "C", "C", "C", "C", "N", "C", "C", "C", "C", "C", "C", "N", "H", "H", "H", "H", "H", "H", "H", "H", "H", "C", "N", "C", "C", "N", "C", "C", "Se", "H", "H", "H", "H", "H", "H", "H", "H"],
  "coordinates": [[-0.17055, 0.68438, -1.33115], [3.91850, 2.23475, -0.77872], [2.42704, 2.11314, -0.66622], [1.78912, 1.23633, -1.38420], [2.53967, 0.58584, -2.37123], [1.85621, 0.27142, -3.40702], [0.12842, 0.55974, -3.55568], [2.60702, -0.47877, -4.80357], [4.04875, -1.32783, -4.05824], [3.67465, -2.67295, -3.49984], [3.75892, -3.80752, -4.30085], [3.37471, -5.04945, -3.81670], [2.89596, -5.16995, -2.52200], [2.81300, -4.04456, -1.71373], [3.20252, -2.80181, -2.19309], [1.72312, 3.03988, 0.22494], [2.48825, 3.82437, 1.11003], [1.93519, 4.78650, 1.92263], [0.56578, 5.03575, 1.84631], [-0.21926, 4.30379, 0.98692], [0.31704, 3.27379, 0.18198], [-0.54773, 2.59757, -0.53812], [4.32374, 1.48631, -1.44412], [4.36128, 2.10846, 0.21051], [4.19233, 3.22699, -1.14044], [4.47344, -0.66900, -3.30726], [4.76961, -1.42125, -4.86963], [4.12875, -3.71716, -5.31700], [3.45185, -5.92365, -4.45169], [2.59769, -6.13880, -2.14037], [2.44720, -4.14472, -0.70016], [3.14853, -1.92971, -1.55121], [3.55719, 3.67643, 1.16149], [2.56549, 5.35898, 2.59034], [0.11831, 5.81350, 2.45354], [-1.27755, 4.51604, 0.88413], [4.22737, -1.43957, 4.36255], [2.83767, -1.20696, 3.10015], [2.31620, 0.05820, 2.88039], [1.29703, 0.22621, 1.95724], [0.80330, -0.86222, 1.23667], [1.33838, -2.12890, 1.47346], [2.35015, -2.30201, 2.40533], [-0.21609, -0.64281, 0.28975], [-1.26800, -1.47454, 0.21554], [-2.31218, -1.15017, -0.65881], [-3.52113, -1.87723, -0.77987], [-4.50123, -1.42433, -1.61989], [-4.29680, -0.24309, -2.36033], [-3.09424, 0.41397, -2.23030], [-2.12568, -0.00801, -1.40832], [2.69788, 0.90752, 3.43369], [0.86853, 1.20898, 1.79625], [0.98392, -2.97761, 0.90564], [2.77106, -3.28395, 2.57868], [-1.34936, -2.32638, 0.88226], [-3.64615, -2.78869, -0.20850], [-5.42548, -1.97908, -1.72595], [-5.04287, 0.13160, -3.04727], [-2.87078, 1.31237, -2.79230], [-5.90522, 1.46661, 0.69431], [-5.24812, 1.01491, 1.92600], [-5.86051, 0.41224, 2.98542], [-4.88949, 0.11110, 3.89457], [-3.70174, 0.53141, 3.37230], [-2.38406, 0.38051, 4.00251], [-3.91958, 1.09051, 2.15984], [-2.61582, 1.77543, 1.02489], [-6.97970, 1.42186, 0.84624], [-5.61727, 0.82033, -0.13289], [-5.60610, 2.48697, 0.47802], [-6.92446, 0.24432, 3.01633], [-4.95873, -0.36440, 4.85915], [-2.53148, -0.01355, 5.00346], [-1.89009, 1.34551, 4.05528], [-1.77338, -0.30385, 3.41791]],
  "lowdin_spin": [1.303, 0.000, 0.005, 0.011, 0.027, 0.029, 0.216, 0.009, 0.001, 0.000, 0.000, 0.000, 0.000, 0.000, 0.000, 0.014, 0.000, 0.016, 0.002, 0.029, 0.016, 0.216, 0.000, 0.000, 0.000, 0.000, 0.000, 0.000, 0.000, 0.000, 0.000, 0.000, 0.000, 0.001, 0.000, 0.007, 0.006, 0.024, -0.003, 0.026, 0.018, 0.025, -0.004, 0.314, 0.255, 0.110, 0.070, 0.040, 0.113, 0.019, 0.170, -0.001, 0.002, 0.001, 0.000, 0.013, 0.001, 0.000, 0.006, -0.001, 0.003, 0.045, 0.049, 0.048, 0.047, 0.003, 0.028, 0.653, 0.000, 0.003, 0.002, 0.003, 0.003, 0.000, 0.002, 0.002],
  "spin_multiplicity": 5,
  "s_squared": 6.039,
  "homo_ha": [-0.3172, -0.3759],
  "total_charge": 1,
  "gap_ev": [6.5, 4.6]
}

***

5.
{
  "formula": "C4H10I2O2Si",
  "method": "wB97M-V/def2-TZVPD",
  "species": ["C", "O", "Si", "C", "I", "O", "C", "H", "H", "H", "H", "H", "H", "H", "C", "I", "H", "H", "H"],
  "coordinates": [[0.17401, 0.99607, 2.39197], [-0.94206, 0.97993, 1.44186], [-1.00363, 0.96253, -0.12062], [-2.13996, 0.04314, -1.08390], [-3.67493, -1.15093, -0.00848], [0.27205, 1.70422, -0.75564], [0.52291, 1.99902, -2.17447], [0.65696, 2.09117, 2.28463], [0.96106, 0.25348, 1.96662], [-0.36231, 0.86320, 3.41508], [-2.85362, 0.49329, -1.87044], [1.15202, 1.12688, -2.43337], [1.18496, 2.83707, -2.10431], [-0.51172, 2.15030, -2.54067], [-0.10322, -3.10090, 0.53138], [1.50643, -1.87795, -0.36724], [-1.07919, -2.79847, -0.01186], [0.04446, -3.11295, 1.56344], [0.01672, -4.08106, 0.29444]],
  "nbo_charge": [-0.268, -0.937, 2.169, -1.330, 0.042, -0.940, -0.242, 0.191, 0.211, 0.220, 0.259, 0.205, 0.196, 0.203, -0.679, 0.022, 0.259, 0.216, 0.203],
  "de_lowest_kcal_mol": 74.3,
  "spin_multiplicity": 1,
  "homo_ha": -0.2776,
  "total_charge": 0,
  "gap_ev": 7.7
}

***

6.
{
  "formula": "C5H6N2S",
  "method": "wB97M-V/def2-TZVPD",
  "species": ["C", "N", "C", "C", "C", "N", "C", "S", "H", "H", "H", "H", "H", "H"],
  "coordinates": [[-2.34881, 0.93031, 1.55152], [-0.95580, 1.37440, 1.37463], [0.01508, 0.83735, 0.62039], [-0.02141, -0.26925, -0.22763], [-1.21120, -1.02990, -0.42304], [-2.16144, -1.65933, -0.71215], [1.19557, -0.71431, -0.91540], [2.67690, -0.05000, -0.89327], [-2.85051, 0.88485, 0.58998], [-2.83229, 1.65359, 2.22538], [-2.41242, -0.05987, 2.07841], [-0.66278, 2.11719, 1.96050], [0.97407, 1.34524, 0.62852], [0.99882, -1.67155, -1.46286]],
  "nbo_charge": [-0.428, -0.527, 0.194, -0.404, 0.268, -0.339, -0.244, -0.033, 0.230, 0.216, 0.220, 0.401, 0.234, 0.211],
  "de_lowest_kcal_mol": 36.5,
  "spin_multiplicity": 1,
  "homo_ha": -0.3152,
  "total_charge": 0,
  "gap_ev": 8.1
}

***

7.
{
  "formula": "C9H18Br3Cl4CsFGaMgO5S",
  "method": "wB97M-V/def2-TZVPD",
  "species": ["C", "C", "Cl", "C", "Ga", "O", "C", "Cl", "C", "C", "Cl", "H", "H", "H", "H", "H", "H", "H", "H", "H", "H", "H", "H", "H", "C", "C", "O", "S", "O", "O", "O", "H", "H", "H", "H", "Mg", "C", "Br", "Br", "Br", "H", "F", "Cs", "Cl"],
  "coordinates": [[4.76853, 2.95768, 0.17010], [4.39900, 1.46315, 0.02652], [5.90804, 0.55277, -0.40255], [3.89133, 0.95242, 1.39257], [2.14177, -0.10957, 1.30790], [2.24708, -1.64608, 0.21853], [0.48144, 1.04050, 0.92440], [0.53756, 2.44078, 2.07760], [0.19610, 1.49408, -0.51692], [0.52324, 2.95495, -0.85307], [0.97709, 0.50619, -1.82147], [3.83761, 3.53183, 0.19728], [5.40950, 3.28094, -0.65033], [5.25846, 3.09927, 1.13275], [3.66119, 1.39203, -0.77266], [4.66136, 0.36865, 1.89595], [3.69059, 1.79827, 2.05971], [1.92579, -0.69624, 2.80542], [2.90876, -1.50496, -0.46804], [-0.38324, 0.45731, 1.25438], [-0.88485, 1.39856, -0.66152], [1.59702, 3.13400, -0.90576], [0.14077, 3.12068, -1.86529], [-0.00786, 3.65733, -0.21694], [-0.76333, -2.31102, 1.09004], [-1.32386, -2.62395, -0.26383], [-2.74464, -2.88108, -0.03253], [-3.26434, -1.97980, 1.16301], [-3.88372, -0.82085, 0.60808], [-3.91562, -2.83731, 2.13002], [-1.79352, -1.55061, 1.74624], [-0.58937, -3.23233, 1.68395], [0.16537, -1.73836, 1.03289], [-0.84172, -3.48484, -0.71439], [-1.22606, -1.74108, -0.94558], [-2.00197, -4.39219, 2.47928], [-5.33590, -0.21722, -3.17400], [-6.22153, -0.94766, -1.63468], [-6.35686, 1.21164, -3.98204], [-3.53255, 0.33318, -2.76728], [-5.26686, -1.01184, -3.90360], [-5.14567, -3.22936, -1.08099], [-3.39444, -0.62150, 2.99391], [-0.44968, -1.56837, -2.75707]],
  "lowdin_charge": [-0.149, -0.794, 0.559, -0.300, 0.293, -0.323, -0.719, 0.555, -0.735, -0.163, 0.635, 0.067, 0.062, 0.073, 0.052, 0.034, 0.034, -0.016, -0.016, 0.003, 0.085, 0.067, 0.074, 0.056, -0.207, -0.210, -0.208, 0.149, -0.448, -0.552, -0.659, 0.003, 0.083, 0.136, -0.030, 1.026, -1.589, 0.730, 0.565, 0.578, -0.018, -0.629, 1.776, 0.070],
  "spin_multiplicity": 1,
  "homo_ha": -0.2920,
  "total_charge": 0,
  "gap_ev": 2.4
}

***

8.
{
  "formula": "C5H10O2",
  "method": "wB97M-V/def2-TZVPD",
  "species": ["C", "C", "C", "O", "H", "H", "H", "H", "H", "H", "C", "C", "O", "H", "H", "H", "H"],
  "coordinates": [[1.91076, 0.16571, -0.20986], [1.49586, -0.92152, 0.74158], [0.50779, -1.80263, 0.56668], [-0.37772, -1.89090, -0.45629], [1.60849, 1.16336, 0.13935], [1.48874, 0.02918, -1.21034], [3.00150, 0.18512, -0.31454], [2.06822, -1.02318, 1.66035], [0.32165, -2.58438, 1.29955], [-0.34808, -1.09197, -1.01700], [-1.78605, 0.96919, 0.45456], [-1.53395, 1.27396, -0.99185], [-0.92944, 0.54861, -1.75559], [-2.79050, 1.29156, 0.74660], [-1.07019, 1.54102, 1.05996], [-1.64603, -0.09549, 0.65200], [-1.92105, 2.24238, -1.36514]],
  "nbo_charge": [-0.651, -0.329, 0.145, -0.710, 0.204, 0.217, 0.219, 0.206, 0.176, 0.501, -0.738, 0.464, -0.555, 0.233, 0.248, 0.254, 0.116],
  "de_lowest_kcal_mol": 43.6,
  "spin_multiplicity": 1,
  "homo_ha": -0.3105,
  "total_charge": 0,
  "gap_ev": 9.3
}

***

What did the second record say?
{
  "formula": "C6H13NO2",
  "method": "wB97M-V/def2-TZVPD",
  "species": ["C", "C", "C", "C", "N", "C", "O", "C", "O", "H", "H", "H", "H", "H", "H", "H", "H", "H", "H", "H", "H", "H"],
  "coordinates": [[1.72021, -0.90249, 1.22262], [0.99367, -0.11628, 0.13280], [1.42560, -0.59579, -1.25444], [1.26842, 1.38120, 0.28906], [-0.44242, -0.36484, 0.30555], [-1.42697, 0.22155, -0.39117], [-1.28110, 1.00440, -1.31093], [-2.84181, -0.15814, 0.05307], [-3.75095, 0.79067, -0.42305], [2.79245, -0.75007, 1.13598], [1.40648, -0.56995, 2.21029], [1.51839, -1.96785, 1.12821], [2.48699, -0.41570, -1.40056], [1.23076, -1.66014, -1.36686], [0.86980, -0.05618, -2.01629], [2.33127, 1.57835, 0.18107], [0.72870, 1.93724, -0.47153], [0.94502, 1.72525, 1.26928], [-0.70102, -0.99610, 1.04743], [-2.91167, -0.19817, 1.14436], [-3.07600, -1.15599, -0.35129], [-3.28584, 1.26894, -1.13350]],
  "nbo_charge": [-0.613, 0.125, -0.620, -0.623, -0.618, 0.661, -0.648, -0.151, -0.713, 0.224, 0.210, 0.209, 0.209, 0.207, 0.237, 0.209, 0.242, 0.208, 0.398, 0.179, 0.179, 0.491],
  "de_lowest_kcal_mol": 2.5,
  "spin_multiplicity": 1,
  "homo_ha": -0.3625,
  "total_charge": 0,
  "gap_ev": 10.6
}